47
Properties=species:S:1:pos:R:3:nbo_charge:R:1 method="wB97M-V/def2-TZVPD" e_lumo_ev=2.08 total_charge=-1 orbital_gap_ev=5.303 e_homo_ev=-3.22
C -0.168 -0.184 3.736 -0.743
C -1.502 -0.870 3.555 0.813
O -2.052 -1.451 4.447 -0.574
O -2.090 -0.727 2.347 -0.545
C -1.331 -1.224 1.203 -0.073
C -0.719 -0.060 0.443 -0.438
C 0.557 -0.383 -0.323 -0.425
C 1.293 0.863 -0.773 -0.224
N 2.002 1.597 0.332 -0.505
C 3.272 2.177 -0.150 -0.323
C 4.360 1.135 0.002 0.790
O 4.419 0.107 -0.604 -0.574
O 5.283 1.497 0.918 -0.682
C 1.197 2.630 0.854 0.938
O 0.704 2.651 1.942 -0.542
O 1.038 3.694 -0.028 -0.840
P -0.385 4.420 -0.337 2.545
O -0.163 5.534 -1.238 -1.070
O -1.338 3.293 -0.895 -0.983
O -1.041 4.720 1.075 -0.984
H -0.318 0.892 3.840 0.244
H 0.490 -0.331 2.878 0.232
H 0.311 -0.589 4.624 0.226
H -0.574 -1.937 1.534 0.182
H -2.041 -1.751 0.572 0.259
H -1.456 0.349 -0.260 0.196
H -0.500 0.722 1.181 0.190
H 1.228 -1.014 0.267 0.205
H 0.304 -0.970 -1.213 0.295
H 2.063 0.575 -1.485 0.225
H 0.609 1.534 -1.310 0.186
H 3.531 3.053 0.442 0.222
H 3.214 2.495 -1.196 0.219
H 5.960 0.805 0.911 0.493
H -1.505 2.558 -0.287 0.525
H -0.419 5.054 1.732 0.518
C -3.133 -2.851 -2.709 -0.634
C -1.669 -3.328 -2.570 0.137
C -1.676 -4.873 -2.574 -0.633
O -1.078 -2.831 -1.464 -0.984
H -3.704 -3.182 -1.836 0.184
H -3.162 -1.759 -2.748 0.187
H -3.624 -3.238 -3.613 0.166
H -1.169 -3.031 -3.532 0.060
H -2.225 -5.232 -1.698 0.184
H -0.651 -5.244 -2.514 0.192
H -2.142 -5.294 -3.476 0.164



100
Properties=species:S:1:pos:R:3:lowdin_charge:R:1 method="wB97M-V/def2-TZVPD" e_lumo_ev=-1.95 orbital_gap_ev=8.038 e_homo_ev=-9.99
Ca 3.055 0.538 -2.700 1.593
Ca 1.362 -3.313 -2.216 1.647
As 1.982 4.111 -1.676 0.821
F 3.344 4.381 -0.617 -0.247
F 1.668 5.845 -1.685 -0.257
F 0.671 3.879 -2.828 -0.251
F 2.197 2.320 -1.804 -0.416
F 0.904 3.993 -0.315 -0.249
F 3.126 4.286 -3.016 -0.269
As 1.083 -1.052 -5.620 0.825
F 0.888 -2.205 -4.252 -0.362
F 1.697 0.122 -4.391 -0.383
F 1.308 0.057 -6.943 -0.225
F 0.395 -2.303 -6.710 -0.266
F -0.517 -0.464 -5.391 -0.213
F 2.674 -1.616 -5.794 -0.207
C 0.247 -0.539 -1.019 -0.390
O -0.135 -1.797 -0.494 -0.139
O 1.443 -0.897 -1.624 -0.395
C -0.782 0.140 -1.893 -0.525
F -1.650 0.769 -1.048 0.106
F -0.226 1.173 -2.551 0.144
F -1.541 -0.582 -2.706 0.185
C -0.166 -1.990 0.919 -0.228
C -1.203 -3.087 1.224 -0.035
H -1.512 -3.116 2.268 0.072
H -2.122 -2.831 0.692 0.074
H -0.912 -4.045 0.790 0.075
H -0.560 -1.132 1.468 0.092
H 0.770 -2.156 1.459 0.111
H 0.543 0.149 -0.220 0.159
N 4.674 -2.006 -2.817 -0.558
O 4.884 -0.807 -3.076 -0.130
O 3.472 -2.402 -2.903 -0.211
O 5.579 -2.815 -2.734 0.080
C 5.038 -1.942 2.880 -0.002
C 3.916 -0.879 2.837 -0.302
C 4.381 0.557 3.035 -0.050
O 4.672 0.887 1.676 0.103
C 3.881 0.190 0.863 -0.524
O 3.832 0.260 -0.327 0.081
O 3.291 -0.810 1.569 0.076
H 5.700 -1.758 3.726 0.092
H 5.565 -2.017 1.928 0.096
H 4.612 -2.928 3.071 0.066
H 3.192 -1.379 3.480 0.123
H 5.273 0.687 3.644 0.140
H 3.651 1.277 3.411 0.139
C -5.003 -2.111 -1.470 0.001
C -4.210 -3.034 -2.383 -0.281
C -3.830 -2.518 -3.804 -0.087
O -2.489 -2.862 -3.937 0.108
C -2.019 -3.416 -2.805 -0.535
O -0.896 -3.798 -2.589 -0.015
O -2.935 -3.385 -1.851 0.089
H -5.437 -2.623 -0.612 0.087
H -5.870 -1.865 -2.092 0.094
H -4.535 -1.187 -1.137 0.091
H -4.603 -4.050 -2.489 0.158
H -4.081 -1.474 -3.997 0.145
H -4.563 -3.070 -4.398 0.138
C -2.835 3.798 -1.748 0.000
C -3.171 5.329 -1.674 -0.311
C -1.993 6.210 -1.311 -0.129
O -1.902 7.133 -2.358 0.091
C -2.893 6.877 -3.263 -0.541
O -3.018 7.440 -4.305 0.162
O -3.662 5.844 -2.883 0.101
H -2.018 3.547 -1.079 0.057
H -2.811 3.513 -2.799 0.093
H -3.719 3.263 -1.388 0.071
H -3.858 5.509 -0.841 0.146
H -1.106 5.570 -1.222 0.100
H -1.906 6.639 -0.308 0.139
C 2.634 -3.719 5.293 -0.021
C 1.380 -3.681 4.422 -0.287
C 0.159 -4.351 5.014 -0.090
O -0.771 -3.297 5.107 0.070
C -0.366 -2.174 4.505 -0.580
O -0.998 -1.159 4.490 0.166
O 0.954 -2.304 4.297 0.058
H 2.449 -3.916 6.355 0.087
H 3.003 -2.703 5.456 0.086
H 3.366 -4.456 4.973 0.086
H 1.676 -4.108 3.463 0.145
H 0.224 -4.708 6.042 0.140
H -0.221 -5.153 4.378 0.136
C -0.059 1.654 2.670 0.007
C -1.279 2.453 2.177 -0.260
C -2.525 1.536 1.998 -0.079
O -3.583 2.129 2.766 0.091
C -3.091 3.184 3.408 -0.605
O -3.745 3.823 4.190 0.143
O -1.819 3.391 3.127 0.091
H -0.223 1.409 3.720 0.090
H 0.831 2.278 2.616 0.084
H -0.057 0.704 2.144 0.047
H -1.218 3.107 1.307 0.137
H -2.278 0.524 2.322 0.115
H -2.722 1.503 0.928 0.107



77
Properties=species:S:1:pos:R:3:lowdin_charge:R:1 method="wB97M-V/def2-TZVPD" e_lumo_ev=-0.53 total_charge=-1 orbital_gap_ev=3.275 e_homo_ev=-3.80
C 2.260 -0.348 0.983 0.040
C 1.744 0.243 -0.299 -0.524
O 2.396 0.314 -1.321 0.048
O 0.480 0.643 -0.190 0.008
C -0.110 1.374 -1.293 -0.142
C -1.072 2.419 -0.735 -0.170
C -2.541 2.137 -1.054 -0.227
C -3.515 2.843 -0.117 -0.222
C -4.967 2.393 -0.317 -0.220
C -5.994 3.507 -0.117 -0.235
C -7.392 2.942 0.154 -0.235
C -7.624 2.539 1.612 -0.145
B -8.738 1.377 1.818 -0.713
O -8.485 0.173 0.925 -0.101
C -9.574 0.080 0.050 -0.260
C -10.706 0.742 0.822 -0.263
O -10.098 1.871 1.375 -0.091
H 1.795 0.122 1.845 0.091
H 2.000 -1.409 1.003 0.083
H 3.342 -0.244 1.015 0.080
H 0.697 1.797 -1.886 0.114
H -0.637 0.648 -1.912 0.129
H -0.793 3.388 -1.151 0.114
H -0.937 2.475 0.346 0.116
H -2.760 2.430 -2.086 0.117
H -2.724 1.060 -0.989 0.118
H -3.449 3.927 -0.256 0.110
H -3.207 2.626 0.910 0.112
H -5.079 2.001 -1.333 0.110
H -5.202 1.573 0.365 0.116
H -5.999 4.140 -1.013 0.100
H -5.685 4.134 0.728 0.105
H -7.513 2.046 -0.466 0.096
H -8.160 3.647 -0.173 0.106
H -6.676 2.190 2.047 0.082
H -7.930 3.419 2.195 0.087
H -8.776 1.002 3.014 0.088
H -9.774 -0.964 -0.227 0.104
H -9.391 0.661 -0.872 0.103
H -11.577 1.002 0.207 0.106
H -11.034 0.051 1.621 0.110
C 7.630 2.499 0.394 0.020
C 6.688 3.228 0.986 0.020
C 5.274 3.183 0.527 -0.381
O 4.420 3.845 1.075 0.107
C 4.954 2.296 -0.618 0.028
C 5.900 1.574 -1.210 0.015
C 7.309 1.611 -0.752 -0.389
O 8.167 0.943 -1.289 0.097
H 8.666 2.510 0.711 0.119
H 6.893 3.882 1.824 0.120
H 3.917 2.263 -0.930 0.110
H 5.687 0.911 -2.040 0.117
C 6.759 -3.707 -2.605 0.023
C 6.888 -2.997 -1.488 0.024
C 5.853 -2.012 -1.092 -0.399
O 5.948 -1.374 -0.061 0.084
C 4.684 -1.828 -1.985 0.016
C 4.557 -2.540 -3.102 0.038
C 5.581 -3.537 -3.499 -0.383
O 5.475 -4.190 -4.515 0.105
H 7.493 -4.436 -2.925 0.120
H 7.736 -3.097 -0.822 0.122
H 3.957 -1.085 -1.672 0.090
H 3.711 -2.430 -3.769 0.127
C 3.775 -4.137 1.199 0.023
C 4.510 -4.567 2.220 0.029
C 4.043 -5.682 3.083 -0.386
O 4.711 -6.081 4.013 0.104
C 2.726 -6.292 2.764 0.020
C 1.991 -5.859 1.743 0.023
C 2.460 -4.746 0.879 -0.385
O 1.795 -4.344 -0.051 0.108
H 4.087 -3.325 0.554 0.099
H 5.470 -4.135 2.473 0.124
H 2.410 -7.100 3.411 0.121
H 1.028 -6.283 1.491 0.123



15
Properties=species:S:1:pos:R:3:nbo_charge:R:1 method="wB97M-V/def2-TZVPD" e_lumo_ev="-0.23 / -0.56" orbital_gap_ev="6.862 / 6.484" e_homo_ev="-7.09 / -7.05"
C 0.806 0.999 -0.659 -0.244
C 1.938 0.288 -0.580 -0.157
C -0.321 0.391 0.079 -0.339
C 1.644 -0.917 0.263 -0.452
C 0.162 -0.902 0.623 -0.467
N -3.137 -0.078 -0.242 -1.216
P -1.915 0.902 0.543 0.797
P -4.654 -0.152 -0.040 0.753
H 0.644 1.960 -1.310 0.223
H 2.923 0.464 -1.129 0.227
H 2.289 -1.813 -0.146 0.228
H 2.091 -0.594 1.193 0.220
H 0.028 -0.912 1.743 0.231
H -0.441 -1.640 0.049 0.236
H -2.060 2.003 -0.388 -0.041



7
Properties=species:S:1:pos:R:3:nbo_charge:R:1 method="wB97M-V/def2-TZVPD" smiles="N=C=O.C#N" e_lumo_ev=0.36 orbital_gap_ev=12.224 e_homo_ev=-11.86
O 2.140 1.227 -0.591 -0.471
C 1.646 0.215 -0.291 0.881
N 0.993 -0.776 0.001 -0.823
C -2.045 0.320 0.192 0.060
N -3.035 0.908 0.270 -0.317
H 1.414 -1.652 0.271 0.429
H -1.111 -0.214 0.121 0.242



16
Properties=species:S:1:pos:R:3:nbo_charge:R:1 method="wB97M-V/def2-TZVPD" e_lumo_ev=-0.05 orbital_gap_ev=7.404 e_homo_ev=-7.45
C 0.465 0.857 0.815 -0.397
C -0.579 -1.079 -2.082 -0.433
C 0.436 0.112 2.143 -0.606
C -0.570 0.501 -0.152 0.637
O -1.667 1.162 -0.518 -0.632
N -0.010 -0.375 -0.947 -0.387
C 1.461 -0.209 -0.258 0.311
N 2.543 -0.654 -0.419 -0.546
H -1.897 1.816 0.155 0.505
H 0.648 1.929 0.909 0.228
H 0.154 -1.074 -2.889 0.232
H -0.794 -2.114 -1.807 0.219
H -1.509 -0.604 -2.396 0.215
H 0.164 -0.938 2.010 0.218
H 1.435 0.126 2.586 0.239
H -0.280 0.545 2.849 0.197